21
Properties=species:S:1:pos:R:3:lowdin_charge:R:1 method="wB97M-V/def2-TZVPD" lumo_ev="-0.999 / -1.000" total_energy_ha=-1472.6530 relative_energy_kcal_mol=62.8
S 1.589 -3.442 -0.958 0.0794
H -1.086 1.385 1.340 0.1057
H -0.549 0.384 -2.253 0.1395
H 2.089 1.312 0.538 0.1130
P 1.395 -1.944 0.322 -0.0106
H 0.467 -3.507 1.336 -0.0273
H 1.839 0.910 -1.177 0.0717
C 1.281 1.292 -0.343 -0.1188
H -1.757 2.087 -0.783 0.1126
Cl 3.258 -1.368 0.968 0.1926
H -0.795 -0.440 1.546 0.0713
C 0.103 0.457 -0.057 -0.3390
O 0.626 -2.634 1.646 -0.3744
H -2.960 0.970 -1.696 0.1000
H 0.437 0.619 2.095 0.0876
H -1.129 -0.899 -1.184 0.0693
C -0.357 0.530 1.366 -0.0909
H 0.994 2.316 -0.608 0.0975
H -2.431 0.882 0.052 0.0220
C -2.121 0.986 -0.942 -0.1095
C -0.893 0.103 -1.208 -0.1916

=====

100
Properties=species:S:1:pos:R:3:lowdin_charge:R:1 method="wB97M-V/def2-TZVPD" lumo_ev=-0.599 total_energy_ha=-10531.8005
C -3.241 4.653 3.639 -0.1393
O -0.445 2.312 1.000 -0.2467
C 3.293 -0.795 0.285 -0.0624
N -6.470 -0.654 -5.004 -0.3586
H -4.020 4.914 2.933 0.1041
C -2.081 -2.414 -3.762 -0.0616
N 2.259 2.152 2.703 0.0163
C 0.042 -3.461 -3.887 -0.1475
O -6.620 0.218 -5.834 0.0882
C 5.689 2.559 -1.864 -0.0791
Br 0.419 1.611 -4.104 0.6761
C 3.334 1.908 4.877 -0.0506
O -1.555 1.224 -0.525 -0.1379
H -4.705 1.377 -4.675 0.1056
H 1.316 0.493 1.919 0.0867
H -2.125 -0.498 -2.868 0.0813
C 3.258 -3.497 0.930 0.0108
H 4.422 2.498 -3.543 0.1103
C -0.422 1.633 -0.094 -0.9728
O 6.568 -2.741 1.906 0.0738
H -3.153 -2.453 -3.928 0.1061
C 3.341 2.845 -1.675 -0.1367
H -3.416 -5.167 0.415 0.1068
C -2.029 -2.082 0.129 -0.0666
H 4.642 2.929 1.322 0.0931
O -6.937 -1.774 -5.070 0.0790
H 1.658 -2.551 -2.858 0.1156
O 0.024 -2.169 3.653 0.0544
C -4.099 1.053 -2.654 -0.0756
N -2.442 3.664 3.205 -0.0007
C -1.954 -4.316 1.736 0.0104
H 5.421 -0.898 0.736 0.1182
H -2.047 -5.171 2.389 0.1189
N 0.834 -4.559 -4.410 -0.3462
O 0.322 -5.362 -5.178 0.0692
C -1.975 4.953 5.593 -0.0765
H -0.845 2.477 3.540 0.0922
H 6.534 2.319 -2.500 0.1121
H -1.767 -4.382 -4.600 0.1174
H -1.032 2.899 -2.487 -0.0374
H 1.294 -3.554 0.333 0.1097
C 2.895 2.644 3.773 -0.1576
Br 0.500 4.665 -3.383 0.5504
H 6.774 2.667 0.005 0.1060
C -5.797 -1.117 -2.666 -0.0079
H 3.142 3.698 3.693 0.1055
H -3.418 -3.093 -1.110 0.0959
O -0.073 -4.306 3.712 0.0980
H -5.230 -1.435 -0.616 0.1064
C -3.058 5.354 4.829 -0.0490
H 3.212 -4.498 1.332 0.1196
C -2.871 -3.164 -0.177 -0.0581
N 3.435 2.917 -0.337 -0.0081
C -1.506 -1.365 -3.049 -0.0881
C 2.120 -2.862 0.457 -0.0575
H -6.511 -1.931 -2.622 0.1189
C -1.345 -3.523 -4.101 0.0053
H -3.554 1.983 -2.609 0.0751
H 3.240 -0.080 5.662 0.1121
Br -2.120 3.491 -4.766 0.5697
C 2.130 -1.512 0.108 -0.0675
C 0.617 -2.451 -3.131 0.0120
H 1.987 -1.029 3.810 0.0894
H 3.332 0.273 0.109 0.0915
Li 1.572 2.891 0.750 0.6383
H 0.269 -0.588 -2.113 0.0614
C 5.811 2.670 -0.487 -0.0585
Li -2.460 2.313 1.266 0.7291
C 2.212 0.026 3.812 -0.0353
C -1.430 3.272 3.990 -0.1237
H 2.317 2.750 -2.009 0.0286
C -2.821 -4.286 0.608 -0.0481
C 2.957 0.578 4.845 -0.0665
C -5.686 -0.334 -3.818 -0.1495
C 4.655 2.879 0.242 -0.1428
H 3.871 2.374 5.686 0.1035
H -3.711 6.167 5.104 0.1057
C -1.178 -3.218 2.022 -0.1563
O 5.576 -4.619 1.727 0.0802
H -0.251 3.672 5.724 0.1065
C -1.123 3.966 5.156 -0.0560
H -0.609 -1.207 1.423 0.1126
H -2.043 -1.164 -0.453 0.0751
H -3.665 0.511 -0.651 0.0752
C 4.442 -2.750 1.020 -0.1382
O 0.703 1.536 -0.677 -0.1413
C 4.458 -1.393 0.741 0.0088
H -1.719 5.398 6.548 0.1116
C -4.193 0.215 -1.552 -0.1001
C -4.827 0.749 -3.802 0.0011
O 2.018 -4.605 -4.079 0.0631
C 1.833 0.883 2.788 -0.1359
C -5.087 -0.844 -1.507 -0.0660
N 5.621 -3.421 1.573 -0.3641
H 1.235 -1.016 -0.246 0.0812
C -0.669 3.074 -3.494 -1.5055
N -0.349 -3.244 3.218 -0.3512
C 4.474 2.676 -2.478 -0.0454
C -0.159 -1.359 -2.741 -0.1128
C -1.233 -2.066 1.218 -0.0070

=====

15
Properties=species:S:1:pos:R:3:lowdin_charge:R:1 method="wB97M-V/def2-TZVPD" total_charge=-1 lumo_ev=3.388 total_energy_ha=-1475.8327 relative_energy_kcal_mol=17.2 smiles="CC(F)(F)[C@](O)(Cl)S(=O)(=O)[O-]"
H 2.032 -1.029 -0.657 0.0426
F 0.418 1.626 0.184 0.0924
F -0.009 0.855 -1.683 0.0399
C 0.511 0.477 -0.485 -0.6538
C -0.323 -0.558 0.266 -0.7287
C 1.957 0.052 -0.749 0.0088
H 2.171 0.302 -1.778 0.0810
O -2.085 0.806 1.459 -0.3523
O -2.767 -1.311 0.536 -0.4160
H 2.567 0.590 -0.032 0.0879
O 0.262 -0.413 1.823 -0.1209
H -0.281 0.316 2.224 0.0611
Cl -0.186 -2.173 -0.343 0.7696
S -2.041 -0.036 0.274 0.3929
O -2.225 0.495 -1.039 -0.3045